DFT (ωB97M-V/def2-TZVPD) results for C49H45F5N2O2P3S5Sc as an isolated structure.

```
! wB97M-V def2-TZVPD RIJCOSX def2/J DEFGRID3
* xyz -2 1
Sc -0.5408 0.8930 1.5733
S -3.2559 2.1340 -0.2673
P -1.9241 1.4879 -1.5790
C -0.5455 0.5906 -0.8565
P 0.5621 -0.3181 -1.8585
S 0.5641 -2.2888 -1.5358
C 0.3350 -0.2552 -3.6780
C -0.2742 -1.2938 -4.3918
C -0.4568 -1.1507 -5.7655
C -0.0689 -0.0109 -6.4400
C 0.5464 1.0363 -5.7369
C 0.8329 0.8717 -4.3658
C 2.2569 0.3466 -1.6869
C 3.1858 -0.1342 -2.5945
C 4.5063 0.3153 -2.5510
C 4.8865 1.2628 -1.5837
C 3.9192 1.7805 -0.7166
C 2.5983 1.3175 -0.7569
C -1.3428 2.9328 -2.4979
C -0.0421 3.4004 -2.4249
C 0.3141 4.5180 -3.2049
C -0.6438 5.1886 -3.9830
C -1.9697 4.7193 -3.9924
C -2.3150 3.6099 -3.2287
C -2.7772 0.3602 -2.7272
C -3.1763 -0.8784 -2.2156
C -3.7947 -1.8064 -3.0593
C -4.0296 -1.4915 -4.3970
C -3.6388 -0.2499 -4.8761
C -2.9947 0.6911 -4.0665
H -0.5834 -2.1939 -3.8669
H -0.9316 -1.9664 -6.3104
H -0.2369 0.0870 -7.4974
H 0.8088 1.9656 -6.2281
H 1.4485 1.5930 -3.8351
H 2.8548 -0.8490 -3.3404
H 5.2381 -0.1222 -3.2087
H 5.9129 1.5935 -1.5236
H 4.2006 2.5418 0.0053
H 1.8470 1.7381 -0.0923
H 0.6817 2.9164 -1.7700
H 1.3521 4.8280 -3.1489
H -0.3400 6.0483 -4.5594
H -2.7344 5.2352 -4.5582
H -3.3583 3.2746 -3.1760
H -2.9864 -1.1018 -1.1630
H -4.1089 -2.7733 -2.6726
H -4.5229 -2.2010 -5.0538
H -3.8375 0.0241 -5.9050
H -2.6372 1.6215 -4.4898
C -3.4433 -0.8129 1.7643
N -2.1969 -0.3792 2.4331
C -2.1097 -0.4696 3.7448
C -1.0565 0.1609 4.4424
C -0.8193 0.3660 5.8285
C 0.3392 1.1309 5.9067
C 0.7724 1.3761 4.6110
N -0.0924 0.8519 3.6995
C -3.4748 -2.2822 1.3632
C -2.3367 -2.8248 0.7318
C -2.3445 -4.1554 0.3238
C -3.4761 -4.9605 0.5444
C -4.6082 -4.3966 1.1076
C -4.6305 -3.0587 1.5188
H -3.5761 -0.2011 0.8710
H -4.3093 -0.6193 2.4316
H -2.8790 -1.0248 4.3008
H -1.4456 -0.0035 6.6389
H 0.8207 1.4558 6.8243
H 1.6392 1.9165 4.2895
H -1.4681 -2.2046 0.5440
H -1.4746 -4.5335 -0.2081
H -3.4644 -6.0128 0.2836
H -5.5133 -4.9728 1.2607
H -5.5242 -2.6296 1.9729
C 5.0847 -0.2161 2.1956
C 5.0046 -1.6643 1.7209
C 4.8773 -1.8559 0.2388
O 3.9052 -2.4413 2.3302
P 2.5900 -1.9229 3.0767
S 2.9582 -1.0045 4.7720
S 1.6269 -0.9797 1.6113
O 1.8117 -3.2713 3.3554
C 1.7791 -4.5561 2.6212
C 3.0437 -5.3155 2.9008
C 1.4843 -4.3405 1.1712
H 5.9980 0.2206 1.7782
H 5.0959 -0.1537 3.3017
H 4.2182 0.3363 1.8099
H 5.8994 -2.2075 2.0537
H 3.9114 -1.4645 -0.0904
H 4.9866 -2.9215 -0.0205
H 5.6675 -1.2970 -0.2617
H 0.9176 -5.0735 3.0876
H 3.8981 -4.7948 2.4660
H 2.9376 -6.2972 2.4285
H 3.2222 -5.4568 3.9740
H 2.2954 -3.7622 0.7129
H 0.5695 -3.7843 1.0113
H 1.3861 -5.3126 0.6851
F -3.0388 5.9244 5.4923
C -2.2662 5.3972 4.5215
C -2.5627 4.1464 3.9892
F -3.5749 3.4003 4.4983
C -1.7722 3.6391 2.9633
F -2.0950 2.4706 2.3464
C -0.6055 4.2630 2.5109
S 0.3956 3.4233 1.3795
C -0.3590 5.5668 3.0117
F 0.6854 6.2742 2.5038
C -1.1832 6.1158 4.0110
F -0.9035 7.3613 4.4717
*
```

Values from the calculation:
Electronic energy = -6429.56726 Eh
Molar mass = 1087.114 u